89
Properties=species:S:1:pos:R:3:mulliken_charge:R:1 method="wB97M-V/def2-TZVPD" lumo_ev=-4.098 max_force_ev_per_a=0.80 de_lowest_kcal_mol=0.0 homo_lumo_gap_ev=6.78 charge=+1
C 6.363 -1.193 -1.358 -0.788
O 6.154 -1.155 -2.773 -0.384
C 5.236 -2.115 -3.202 -0.827
C 3.842 -1.582 -3.376 0.417
N 3.484 -0.413 -2.841 0.051
C 2.231 0.106 -2.935 0.116
C 1.995 1.433 -2.235 0.959
F 3.164 2.015 -1.913 -0.231
F 1.325 2.292 -3.002 -0.247
F 1.298 1.250 -1.107 -0.246
C 1.256 -0.586 -3.613 0.842
C -0.170 -0.139 -3.753 -1.296
C -1.151 -1.047 -2.978 -0.418
C -0.792 -1.237 -1.495 -0.468
S -1.198 -2.904 -0.901 -0.124
C 1.607 -1.810 -4.196 -1.161
C 2.884 -2.305 -4.081 -0.194
O 3.209 -3.501 -4.645 -0.576
H 6.860 -2.123 -1.081 0.373
H 6.964 -0.334 -1.098 0.168
H 5.423 -1.136 -0.799 0.367
H 5.179 -2.898 -2.432 0.372
H 5.560 -2.611 -4.114 0.457
H 4.195 0.110 -2.326 0.085
H -0.425 -0.221 -4.812 0.076
H -0.327 0.900 -3.487 0.462
H -1.187 -2.019 -3.466 0.388
H -2.125 -0.566 -3.031 0.254
H -1.349 -0.542 -0.875 0.403
H 0.267 -1.075 -1.311 0.072
H -0.188 -3.529 -1.522 0.065
H 0.845 -2.373 -4.729 1.368
H 3.230 -4.208 -3.989 0.347
Br 6.360 2.524 -1.440 -0.167
C 5.645 4.337 -1.330 -0.480
C 6.312 5.131 -0.243 -0.628
Br 5.673 4.610 1.519 -0.151
H 4.574 4.242 -1.181 0.392
H 5.839 4.782 -2.304 0.284
H 6.063 6.182 -0.348 0.347
H 7.390 5.014 -0.235 0.423
Br -3.862 -1.269 0.607 -0.100
C -5.293 -0.749 -0.606 -0.662
C -4.913 0.437 -1.450 -0.195
Br -4.960 2.097 -0.444 -0.113
H -6.169 -0.564 0.007 0.433
H -5.468 -1.620 -1.234 0.406
H -5.626 0.566 -2.261 0.423
H -3.911 0.349 -1.857 -0.106
Br -8.990 -2.159 3.240 -0.148
C -7.404 -2.060 4.369 -0.251
C -6.167 -2.472 3.624 -0.240
Br -6.063 -4.404 3.405 -0.144
H -7.588 -2.684 5.236 0.105
H -7.335 -1.020 4.676 0.210
H -5.277 -2.200 4.188 0.355
H -6.111 -2.041 2.631 0.019
Br -6.295 0.334 7.199 -0.166
C -7.092 -0.620 8.697 -0.474
C -6.368 -1.905 8.987 -0.464
Br -6.807 -3.310 7.708 -0.105
H -8.139 -0.770 8.456 0.409
H -7.003 0.058 9.543 0.355
H -6.671 -2.302 9.954 0.183
H -5.293 -1.788 8.969 0.310
Br -3.894 -1.065 11.134 -0.138
C -4.701 -2.006 12.634 -0.573
C -3.983 -3.294 12.929 -0.570
Br -4.424 -4.660 11.617 -0.125
H -5.745 -2.162 12.384 0.333
H -4.629 -1.322 13.477 0.372
H -4.300 -3.693 13.889 0.346
H -2.904 -3.181 12.919 0.375
Br 8.297 7.652 -1.684 -0.126
C 8.642 6.811 -3.405 -0.548
C 8.172 7.668 -4.548 -0.586
Br 6.236 7.607 -4.726 -0.143
H 8.150 5.843 -3.389 0.309
H 9.719 6.669 -3.446 0.375
H 8.565 7.292 -5.490 0.351
H 8.447 8.711 -4.429 0.385
Br 0.601 -2.215 -7.071 0.056
C -0.817 -1.680 -8.301 -0.630
C -0.423 -0.458 -9.084 -0.579
Br -0.517 1.144 -7.985 -0.125
H -1.705 -1.522 -7.698 0.398
H -0.971 -2.532 -8.958 0.369
H -1.117 -0.297 -9.904 0.358
H 0.589 -0.517 -9.469 0.376

22
Properties=species:S:1:pos:R:3:mulliken_charge:R:1 method="wB97M-V/def2-TZVPD" lumo_ev=-0.743 max_force_ev_per_a=7.44 de_lowest_kcal_mol=187.7 homo_lumo_gap_ev=4.45 charge=-1
Ca 24.506 -0.712 1.900 1.708
N 22.555 3.464 1.319 0.994
O 21.942 4.223 1.994 -0.627
O 22.618 2.303 1.555 -0.655
O 23.001 3.857 0.255 -0.659
N 23.485 -0.909 6.724 0.916
O 24.478 -1.191 7.369 -0.623
O 23.519 -0.635 5.522 -0.648
O 22.365 -1.053 7.311 -0.609
N 27.754 0.483 -1.716 0.958
O 28.752 -0.163 -1.970 -0.647
O 26.818 0.018 -1.021 -0.680
O 27.620 1.591 -2.139 -0.597
O 26.838 1.300 3.288 -0.542
H 27.660 1.718 3.035 0.285
H 26.597 1.723 4.113 0.313
O 22.293 -2.030 -0.345 -0.576
H 22.084 -1.541 -1.140 0.324
H 21.538 -2.603 -0.210 0.301
O 26.419 -3.311 2.473 -0.542
H 27.299 -3.357 2.099 0.314
H 26.328 -4.121 2.974 0.291

| no. | E_tot (a.u.) |
| --- | --- |
| 1 | -37917.3910 |
| 2 | -1747.9917 |